No. 1
80
Properties=species:S:1:pos:R:3:forces:R:3 method="wB97M-V/def2-TZVPD" orbital_gap_ev=3.52 de_lowest_ev=2.388 homo_ev=-0.41 fmax_ev_per_a=1.756 e_lumo_ev=3.11 total_charge=-2
Cs -0.529 -0.037 0.036 -0.609 1.128 -1.201
N 0.341 0.329 4.877 -0.056 0.017 0.164
C -0.543 0.514 3.884 0.021 0.028 -0.008
N 0.092 0.578 2.743 0.240 0.149 0.486
C 1.396 0.411 3.096 0.044 0.085 -0.195
N 1.591 0.267 4.391 0.069 -0.079 0.017
C 2.511 0.384 2.122 0.028 -0.037 0.248
C 3.819 0.183 2.564 0.082 -0.050 0.056
N 4.848 0.122 1.729 -0.067 -0.001 0.181
C 4.565 0.272 0.440 -0.012 0.013 -0.049
C 3.271 0.494 -0.001 -0.132 0.058 -0.116
N 2.238 0.549 0.833 0.562 0.139 0.219
H 0.182 0.234 5.863 -0.031 -0.013 0.017
H -1.611 0.596 4.025 0.079 -0.019 0.022
H 4.020 0.067 3.622 0.003 -0.014 -0.033
H 5.391 0.218 -0.259 -0.012 0.014 -0.027
H 3.060 0.641 -1.055 -0.029 -0.031 0.014
Se -1.001 1.885 -4.235 0.305 0.212 0.158
Se -3.303 1.482 -4.060 -0.124 0.019 -0.062
Te -3.568 -0.175 -2.125 -0.309 0.093 -0.387
Se -5.263 0.958 -0.701 -0.120 -0.001 0.316
C 1.357 5.818 -4.673 -0.093 -0.079 0.091
C 0.038 5.514 -3.965 0.170 0.101 -0.063
S -0.545 6.964 -3.143 0.064 0.121 -0.049
O -0.834 7.985 -4.133 0.037 -0.083 0.106
O 0.365 7.291 -2.065 -0.087 0.030 -0.067
C -2.122 6.456 -2.437 0.094 -0.072 0.058
C -2.152 6.530 -0.913 0.155 -0.076 -0.026
N -1.380 5.462 -0.277 -0.034 0.264 0.093
C -1.694 4.145 -0.386 0.161 -0.166 0.019
N -0.745 3.374 0.136 -0.162 -0.010 0.321
C 0.189 4.210 0.637 0.164 -0.080 -0.170
C -0.165 5.507 0.394 0.063 0.089 -0.096
N 0.507 6.661 0.872 -0.077 -0.055 0.090
O -0.081 7.733 0.894 -0.050 -0.026 -0.034
O 1.642 6.499 1.301 -0.075 0.036 -0.082
C -2.939 3.642 -0.996 0.163 0.054 -0.116
H 1.696 4.915 -5.180 -0.031 0.012 0.016
H 2.120 6.128 -3.958 -0.040 -0.030 -0.013
H 1.231 6.612 -5.410 -0.026 -0.041 0.013
H 0.131 4.737 -3.203 -0.020 -0.064 -0.074
H -0.750 5.207 -4.653 0.044 -0.105 -0.014
H -2.340 5.448 -2.807 -0.021 0.129 0.017
H -2.830 7.162 -2.868 -0.111 -0.072 0.042
H -3.182 6.433 -0.577 -0.071 0.032 -0.018
H -1.768 7.484 -0.574 0.085 0.010 0.093
H 1.074 3.862 1.150 -0.069 0.042 -0.021
H -3.717 4.405 -1.053 0.020 -0.081 -0.005
H -3.336 2.795 -0.430 -0.006 0.003 -0.068
H -2.725 3.271 -2.004 -0.109 -0.109 -0.073
O -2.749 -3.198 -1.408 -0.118 0.053 -0.098
C -1.885 -3.513 -0.626 0.290 -0.218 0.207
N -1.662 -4.860 -0.273 -0.021 0.085 0.191
C -0.447 -4.982 0.488 0.093 0.007 0.117
C -0.139 -3.458 0.720 0.016 0.053 0.140
O 0.801 -3.102 1.440 -0.070 0.062 -0.102
N -0.998 -2.686 0.053 -0.326 -1.650 -0.067
C 0.657 -5.669 -0.314 0.033 0.022 0.063
C 0.519 -7.023 -0.618 0.009 -0.008 -0.001
C 1.469 -7.685 -1.380 -0.003 0.022 0.009
C 2.587 -7.000 -1.845 -0.035 -0.005 0.017
C 2.737 -5.656 -1.542 -0.040 -0.004 0.027
C 1.779 -4.992 -0.780 -0.001 -0.010 -0.053
C -0.640 -5.669 1.839 0.065 0.039 -0.079
C 0.460 -5.883 2.672 -0.013 -0.026 -0.014
C 0.298 -6.476 3.914 -0.018 0.018 -0.039
C -0.965 -6.871 4.345 0.014 0.016 -0.025
C -2.061 -6.659 3.522 0.021 0.021 -0.054
C -1.899 -6.057 2.277 -0.044 -0.003 0.059
H -1.956 -5.565 -0.927 0.058 0.036 -0.095
H -0.344 -7.565 -0.242 0.031 0.011 0.000
H 1.340 -8.737 -1.608 0.005 0.020 0.001
H 3.333 -7.515 -2.439 -0.011 0.015 0.008
H 3.604 -5.113 -1.900 -0.024 -0.005 0.007
H 1.908 -3.945 -0.537 0.014 -0.034 0.000
H 1.440 -5.562 2.340 -0.028 -0.004 0.011
H 1.161 -6.627 4.553 -0.016 0.000 -0.013
H -1.092 -7.334 5.317 0.008 0.005 -0.021
H -3.051 -6.955 3.848 0.017 0.009 -0.006
H -2.754 -5.866 1.641 0.025 -0.010 0.019


No. 2
71
Properties=species:S:1:pos:R:3:forces:R:3 method="wB97M-V/def2-TZVPD" orbital_gap_ev=5.29 homo_ev=-7.95 fmax_ev_per_a=8.531 smiles="CC[C@@H](F)C1=C(CC=O)C(=O)C(N=C=S)=C(C(F)(F)F)C1=O.c1cc[nH]c1.c1cc[nH]c1.c1cc[nH]c1.c1cc[nH]c1" e_lumo_ev=-2.66 total_charge=0
C -0.604 -3.540 -1.343 -0.015 0.165 -0.822
C -1.096 -1.980 -1.027 1.672 -1.064 1.218
C 0.268 -1.047 -1.208 -0.620 0.619 -0.832
F 0.114 -0.383 -2.548 0.593 -1.073 3.082
C 0.440 0.066 0.028 0.489 -0.461 3.403
C 0.707 -0.385 1.453 -1.243 2.126 -3.247
C 0.893 -1.950 1.911 1.014 0.215 0.438
C 0.360 -2.300 3.421 -4.997 -0.742 2.323
O -0.915 -2.453 3.801 7.665 1.136 -2.949
C 0.805 0.845 2.582 2.561 -0.034 4.421
O 1.495 0.764 3.723 -4.345 -0.002 -7.119
C -0.004 2.287 2.331 -1.304 0.996 -4.030
N -0.454 3.139 3.512 -5.789 -4.702 0.877
C -1.670 2.672 3.989 1.020 2.173 -3.225
S -3.381 2.436 4.132 6.096 0.797 -0.148
C -0.282 2.737 0.909 0.843 -2.152 3.550
C -1.112 4.131 0.544 -0.767 1.203 -0.689
F -0.282 5.357 0.841 -3.060 -4.297 -0.801
F -1.509 4.208 -0.897 1.465 -0.248 5.032
F -2.405 4.229 1.314 4.541 -0.212 -2.498
C 0.328 1.709 -0.261 1.521 3.345 -4.331
O 0.741 2.301 -1.388 -2.563 -4.215 6.960
H 0.519 -3.737 -1.028 -2.283 0.573 -0.519
H -1.255 -4.350 -0.801 1.076 1.700 -1.189
H -0.637 -3.683 -2.516 0.048 0.016 2.484
H -1.362 -1.955 0.117 0.180 0.216 -2.313
H -1.993 -1.634 -1.695 2.013 -0.523 1.317
H 1.258 -1.703 -1.303 -2.232 1.467 0.316
H 2.070 -2.154 1.912 -2.519 0.449 0.114
H 0.434 -2.740 1.179 0.615 1.870 1.236
H 1.178 -2.491 4.268 -1.545 0.496 -1.953
C 0.641 -5.611 -4.505 -0.277 -0.233 0.191
C 2.006 -5.282 -4.690 0.396 -0.045 0.097
C 2.744 -6.131 -3.896 0.069 0.085 -0.009
N 1.873 -6.957 -3.235 -0.002 0.002 -0.024
C 0.589 -6.651 -3.604 -0.113 0.042 0.024
H -0.210 -5.141 -4.979 0.128 -0.106 0.064
H 2.406 -4.510 -5.333 -0.048 -0.149 0.114
H 3.811 -6.216 -3.744 -0.187 0.055 -0.047
H 2.136 -7.680 -2.578 -0.102 0.277 -0.287
H -0.250 -7.198 -3.194 0.121 0.111 -0.095
C 6.245 -2.005 -2.237 -0.128 0.089 -0.360
C 5.894 -2.060 -0.867 -0.265 0.030 0.309
C 4.637 -1.511 -0.744 0.043 -0.040 0.052
N 4.220 -1.123 -1.990 -0.042 -0.070 -0.029
C 5.192 -1.426 -2.908 0.050 0.002 -0.030
H 7.167 -2.353 -2.685 -0.169 0.072 0.066
H 6.492 -2.457 -0.057 -0.113 0.079 -0.129
H 4.006 -1.363 0.122 0.138 0.020 -0.101
H 3.333 -0.683 -2.201 0.341 -0.083 0.010
H 5.052 -1.201 -3.957 0.055 -0.038 0.190
C 0.597 8.762 -0.330 -0.158 -0.373 0.038
C 0.965 9.788 -1.234 0.038 0.145 -0.392
C 0.746 9.311 -2.507 0.068 0.094 -0.027
N 0.263 8.032 -2.403 -0.023 0.067 0.034
C 0.164 7.691 -1.080 -0.024 -0.107 0.029
H 0.642 8.801 0.750 -0.021 -0.031 -0.183
H 1.347 10.768 -0.983 -0.067 -0.162 -0.067
H 0.893 9.770 -3.475 -0.004 -0.051 0.190
H 0.018 7.434 -3.182 0.091 0.233 0.335
H -0.204 6.717 -0.785 0.129 0.352 -0.132
C -6.717 -1.980 4.703 0.403 -0.038 0.097
C -7.733 -1.056 4.361 -0.120 0.401 -0.074
C -7.183 0.204 4.429 -0.135 0.000 -0.009
N -5.872 0.074 4.805 -0.046 -0.018 -0.056
C -5.577 -1.255 4.969 0.040 -0.112 0.049
H -6.806 -3.057 4.750 0.039 0.189 -0.003
H -8.756 -1.286 4.093 0.177 0.063 0.043
H -7.612 1.180 4.243 0.034 -0.186 0.035
H -5.223 0.838 4.939 -0.272 -0.426 0.036
H -4.584 -1.569 5.262 -0.174 0.023 -0.054


No. 3
66
Properties=species:S:1:pos:R:3:forces:R:3 method="wB97M-V/def2-TZVPD" orbital_gap_ev=7.51 de_lowest_ev=1.154 homo_ev=-7.62 fmax_ev_per_a=0.826 smiles="COc1cc(-c2cc(C(=O)Nc3ccc(N4CCOCC4)cc3)c3ccccc3n2)cc(OC)c1OC" e_lumo_ev=-0.11 total_charge=0
C -1.464 5.263 -2.937 0.024 -0.070 -0.217
O -1.609 5.781 -1.637 0.114 -0.012 0.549
C -1.059 5.080 -0.590 -0.085 0.117 0.062
C -0.338 3.911 -0.772 0.103 -0.093 0.060
C 0.230 3.225 0.297 -0.432 0.704 0.012
C 0.975 1.996 0.014 0.188 -0.571 -0.308
C 1.837 1.402 0.970 0.204 -0.378 -0.046
C 2.493 0.238 0.666 -0.091 0.567 -0.235
C 3.335 -0.412 1.717 0.127 -0.052 0.135
O 4.269 0.148 2.255 0.022 0.192 -0.037
N 2.991 -1.685 2.059 0.329 -0.270 0.317
C 1.944 -2.477 1.559 -0.529 -0.261 -0.094
C 2.173 -3.825 1.299 -0.027 0.242 0.068
C 1.182 -4.620 0.768 -0.145 -0.041 0.076
C -0.086 -4.101 0.480 0.298 0.256 0.119
N -1.036 -4.900 -0.142 -0.223 -0.168 -0.292
C -2.235 -4.302 -0.691 -0.089 -0.215 -0.253
C -2.786 -5.232 -1.779 0.010 0.395 0.030
O -3.049 -6.523 -1.285 -0.140 -0.057 0.043
C -1.877 -7.094 -0.752 0.225 -0.068 0.311
C -1.310 -6.227 0.374 -0.134 -0.253 -0.196
C -0.317 -2.757 0.784 -0.114 -0.205 -0.079
C 0.676 -1.962 1.321 0.226 -0.121 0.210
C 2.366 -0.313 -0.636 -0.256 0.414 -0.145
C 3.072 -1.440 -1.096 0.089 -0.174 -0.219
C 2.856 -1.925 -2.356 0.205 -0.079 0.284
C 1.936 -1.300 -3.213 -0.211 0.196 -0.105
C 1.262 -0.183 -2.810 0.083 -0.180 -0.141
C 1.466 0.348 -1.517 0.497 -0.490 0.235
N 0.794 1.457 -1.173 -0.271 0.467 0.206
C 0.061 3.725 1.587 0.069 -0.088 -0.031
C -0.662 4.885 1.791 -0.189 0.267 -0.084
O -0.891 5.449 3.011 -0.064 0.020 -0.415
C -0.322 4.846 4.145 0.093 -0.113 0.165
C -1.237 5.585 0.708 -0.042 0.042 0.228
O -1.904 6.710 1.081 0.374 -0.355 0.025
C -2.713 7.419 0.173 -0.320 0.348 -0.250
H -1.917 4.271 -3.029 0.035 0.027 0.002
H -0.413 5.213 -3.237 -0.042 -0.021 0.010
H -1.991 5.963 -3.585 0.053 -0.084 -0.007
H -0.186 3.495 -1.752 -0.040 0.029 -0.116
H 1.975 1.843 1.944 0.030 0.048 0.087
H 3.646 -2.142 2.682 -0.052 0.221 -0.056
H 3.147 -4.248 1.499 0.127 -0.032 -0.026
H 1.405 -5.653 0.549 0.018 -0.088 -0.058
H -1.988 -3.343 -1.148 -0.049 0.001 0.025
H -3.007 -4.154 0.081 0.024 0.077 -0.033
H -3.734 -4.852 -2.162 0.082 0.034 -0.008
H -2.057 -5.290 -2.601 -0.065 0.041 0.058
H -2.158 -8.080 -0.377 0.077 0.037 -0.010
H -1.120 -7.203 -1.544 -0.036 -0.012 0.081
H -0.402 -6.679 0.768 -0.040 -0.012 0.000
H -2.056 -6.173 1.185 0.079 -0.044 0.007
H -1.289 -2.319 0.624 -0.112 0.016 -0.034
H 0.452 -0.936 1.567 -0.033 0.060 0.022
H 3.798 -1.910 -0.450 0.033 -0.084 0.053
H 3.399 -2.791 -2.703 0.059 -0.068 0.002
H 1.778 -1.704 -4.202 -0.031 -0.002 -0.080
H 0.569 0.327 -3.460 -0.079 0.059 -0.050
H 0.471 3.197 2.430 0.037 -0.026 0.129
H -0.608 5.477 4.985 0.044 -0.077 -0.025
H 0.771 4.809 4.079 -0.041 -0.013 -0.007
H -0.711 3.835 4.306 0.030 0.035 -0.018
H -3.199 8.189 0.773 0.012 -0.050 -0.053
H -2.124 7.890 -0.617 -0.087 -0.036 0.086
H -3.473 6.778 -0.279 0.047 0.052 0.032